Version one
A molecular structure, C12H30N2O4Rb, computed with ωB97M-V/def2-TZVPD.

The HOMO-LUMO gap is 7.6 eV. The value obtained for the LUMO energy is -0.12563 hartree. Its HOMO energy is -0.403 Ha. Its net charge is +1.

Last column: natural (NBO) charge in e.
CARTESIAN COORDINATES (ANGSTROEM)
Rb -1.14 2.17 -1.12  0.99
C -1.69 -2.62 -3.68  -0.26
O -2.15 -2.04 -2.47  -0.56
C -3.29 -2.76 -2.00  -0.07
C -3.77 -2.54 -0.53  -0.24
N -4.28 -1.15 -0.38  -0.62
C -4.78 -0.99 0.99  -0.24
C -5.52 0.29 1.37  -0.08
O -4.56 1.45 1.36  -0.57
C -5.27 2.68 1.35  -0.25
H -1.14 -3.51 -3.38  0.17
H -0.91 -1.95 -4.04  0.20
H -2.55 -2.93 -4.27  0.18
H -3.04 -3.81 -2.12  0.17
H -4.02 -2.52 -2.76  0.16
H -2.96 -2.77 0.16  0.20
H -4.57 -3.24 -0.27  0.18
H -5.03 -1.17 -1.06  0.35
H -3.91 -1.17 1.63  0.20
H -5.46 -1.81 1.21  0.17
H -5.78 0.07 2.41  0.20
H -6.33 0.33 0.65  0.18
H -5.73 2.72 2.34  0.18
H -6.11 2.61 0.66  0.17
H -4.68 3.58 1.13  0.18
C 6.85 2.19 -0.04  -0.25
O 5.51 2.45 -0.42  -0.56
C 5.08 1.89 -1.64  -0.07
C 4.65 0.44 -1.39  -0.25
N 3.68 0.61 -0.31  -0.64
C 3.33 -0.61 0.42  -0.24
C 2.97 -0.25 1.92  -0.07
O 1.77 0.56 2.01  -0.57
C 1.58 1.23 3.32  -0.25
H 6.89 2.31 1.04  0.20
H 7.47 2.86 -0.64  0.18
H 7.06 1.18 -0.40  0.17
H 5.84 1.87 -2.42  0.17
H 4.34 2.54 -2.10  0.19
H 5.45 -0.20 -1.02  0.17
H 4.27 -0.05 -2.28  0.20
H 4.11 1.20 0.39  0.37
H 4.03 -1.44 0.46  0.18
H 2.45 -0.99 -0.09  0.18
H 3.86 0.24 2.31  0.15
H 2.93 -1.04 2.67  0.18
H 2.56 1.53 3.68  0.18
H 1.23 0.51 4.07  0.18
H 0.83 2.02 3.27  0.19

=====

Version two
A molecular structure, C12H30N2O4Rb, computed with ωB97M-V/def2-TZVPD.

The HOMO-LUMO gap is 9.3 eV. The value obtained for the LUMO energy is -0.09913 hartree. Its HOMO energy is -0.441 Ha. Its net charge is +1.

Last column: natural (NBO) charge in e.
CARTESIAN COORDINATES (ANGSTROEM)
Rb -0.95 1.90 0.86  0.96
C 1.93 4.57 1.30  -0.25
O 1.60 3.44 0.51  -0.59
C 2.66 2.74 -0.12  -0.07
C 2.07 2.20 -1.40  -0.24
N 1.03 1.22 -1.06  -0.69
C 0.62 0.39 -2.22  -0.25
C 1.74 -0.53 -2.77  -0.08
O 1.23 -1.61 -3.51  -0.52
C 0.66 -2.62 -2.70  -0.26
H 2.89 4.41 1.80  0.18
H 1.11 4.80 1.97  0.19
H 2.11 5.46 0.68  0.18
H 3.15 2.01 0.54  0.18
H 3.47 3.45 -0.37  0.19
H 2.90 1.76 -1.98  0.18
H 1.59 2.97 -2.00  0.21
H 1.45 0.54 -0.43  0.37
H 0.29 1.04 -3.03  0.20
H -0.23 -0.22 -1.91  0.18
H 2.39 -0.85 -1.95  0.15
H 2.33 0.06 -3.46  0.20
H -0.13 -2.23 -2.05  0.15
H 1.47 -3.10 -2.13  0.17
H 0.33 -3.43 -3.35  0.21
C -5.67 -0.60 0.06  -0.25
O -4.97 -0.54 1.29  -0.52
C -3.59 -0.60 1.08  -0.06
C -2.91 -0.81 2.43  -0.24
N -1.41 -0.73 2.26  -0.67
C -0.91 -1.63 1.17  -0.25
C 0.55 -2.04 1.25  -0.08
O 1.41 -0.92 1.14  -0.57
C 2.76 -1.33 1.27  -0.26
H -5.31 0.20 -0.60  0.16
H -6.74 -0.47 0.20  0.21
H -5.45 -1.52 -0.48  0.17
H -3.17 0.30 0.58  0.12
H -3.40 -1.42 0.38  0.18
H -3.00 -1.84 2.78  0.19
H -3.31 -0.15 3.20  0.22
H -0.94 -1.11 3.07  0.37
H -0.97 -1.03 0.26  0.17
H -1.55 -2.52 1.13  0.20
H 0.66 -2.68 0.36  0.19
H 0.81 -2.63 2.13  0.18
H 3.01 -2.09 0.52  0.18
H 3.01 -1.75 2.25  0.19
H 3.37 -0.46 1.06  0.19

=====

Most stable to least stable, the ends of the list are version two and version one.

=====

Version one
2 unconnected molecules or ions with the total composition C9H22N3, computed with ωB97M-V/def2-TZVPD.

The HOMO-LUMO gap is 9.0 eV. The value obtained for the LUMO energy is -0.08993 hartree. Its HOMO energy is -0.419 Ha. Its net charge is +1.

Last column: natural (NBO) charge in e.
CARTESIAN COORDINATES (ANGSTROEM)
C -1.32 0.37 1.81  -0.55
C -1.17 0.71 0.58  -0.11
C 2.72 -2.32 0.42  -0.61
C 2.27 0.27 -1.53  -0.43
C -3.65 -0.03 0.23  -0.43
C -1.86 -0.42 -1.43  -0.39
C 0.97 1.75 -0.06  0.10
C 2.05 -1.17 1.30  -0.44
C 2.50 0.19 0.85  -0.22
N -2.47 1.77 -1.00  -0.62
N 1.83 0.86 -0.26  -0.31
N -2.39 0.48 -0.37  -0.13
H -2.20 -0.03 2.23  0.18
H -0.56 0.35 2.49  0.21
H 2.32 -2.41 -0.64  0.19
H 3.77 -2.11 0.38  0.21
H 2.47 -3.42 0.75  0.24
H 3.40 0.35 -1.56  0.23
H 2.05 -0.80 -1.53  0.23
H 1.85 0.97 -2.37  0.23
H -4.40 -0.18 -0.53  0.23
H -3.39 -0.85 0.85  0.23
H -3.96 0.78 0.92  0.22
H -2.55 -0.38 -2.32  0.22
H -0.96 -0.03 -1.70  0.22
H -1.77 -1.46 -0.91  0.23
H 0.46 2.20 -0.94  0.23
H 0.85 2.19 0.84  0.21
H 2.41 -1.45 2.32  0.25
H 1.01 -1.43 1.10  0.23
H 2.31 0.89 1.59  0.21
H 3.55 0.15 0.52  0.21
H -2.95 2.37 -0.33  0.36
H -3.17 1.83 -1.69  0.36

=====

Version two
A gas-phase ion, C9H22N3 (charge +1), computed with ωB97M-V/def2-TZVPD.

The HOMO-LUMO gap is 10.2 eV. The value obtained for the LUMO energy is -0.11084 hartree. Its HOMO energy is -0.488 Ha. As for the SMILES: CC(C)(C)N(C(N)=[NH2+])C(C)(C)C. Its net charge is +1.

Last column: natural (NBO) charge in e.
CARTESIAN COORDINATES (ANGSTROEM)
C -0.26 1.57 1.89  -0.64
C -0.45 1.18 0.40  0.16
C 0.69 2.11 -0.26  -0.59
C -1.86 1.70 -0.04  -0.63
N -0.18 -0.26 0.26  -0.52
C -0.51 -1.00 1.33  0.77
N -1.73 -1.01 1.91  -0.76
N 0.54 -1.67 1.92  -0.77
C 0.51 -0.96 -0.95  0.17
C 0.11 -2.42 -0.97  -0.65
C 0.17 -0.36 -2.37  -0.66
C 2.08 -0.70 -0.75  -0.59
H -0.99 0.97 2.58  0.19
H 0.74 1.51 2.34  0.23
H -0.70 2.55 1.86  0.23
H 0.86 1.79 -1.24  0.21
H 1.60 1.95 0.25  0.21
H 0.41 3.11 -0.24  0.23
H -1.80 2.77 0.03  0.23
H -2.04 1.45 -1.09  0.22
H -2.71 1.40 0.57  0.20
H -2.62 -0.57 1.67  0.45
H -1.73 -1.42 2.84  0.41
H 0.26 -2.42 2.52  0.41
H 1.47 -1.66 1.48  0.44
H 0.27 -2.92 0.06  0.20
H -0.89 -2.74 -1.25  0.24
H 0.69 -2.91 -1.75  0.25
H -0.48 -1.04 -2.99  0.23
H 0.94 -0.23 -3.09  0.24
H -0.46 0.58 -2.39  0.24
H 2.32 0.31 -1.21  0.24
H 2.31 -0.79 0.43  0.16
H 2.73 -1.32 -1.28  0.23

=====

Most stable to least stable, the ends of the list are version two and version one.

=====

Version one
2 unconnected molecules or ions with the total composition C4H8NO, computed with ωB97M-V/def2-TZVPD.

The HOMO-LUMO gap is 6.0 eV. The value obtained for the LUMO energy is 0.15793 hartree. Its HOMO energy is -0.062 Ha. Its net charge is -1.

Last column: natural (NBO) charge in e.
CARTESIAN COORDINATES (ANGSTROEM)
C 2.36 0.75 0.67  -0.75
C 1.87 -0.50 0.41  -0.04
C -2.17 0.05 0.91  -0.50
C -1.55 0.43 -0.18  -0.32
N 0.91 -0.79 -0.51  -0.39
O 0.45 -2.21 -0.55  -0.66
H 3.27 0.92 1.33  0.16
H 2.28 1.54 -0.07  0.17
H 2.33 -1.28 1.09  0.13
H -1.86 0.52 1.80  0.18
H -2.77 -0.85 0.95  0.18
H 0.36 -2.40 0.42  0.42
H -1.63 -0.27 -1.12  0.20
H -0.84 1.32 -0.45  0.22

=====

Version two
A gas-phase ion, C4H8NO (charge -1), computed with ωB97M-V/def2-TZVPD.

The HOMO-LUMO gap is 6.1 eV. The value obtained for the LUMO energy is 0.16631 hartree. Its HOMO energy is -0.057 Ha. As for the SMILES: C=CN([O-])CC. Its net charge is -1.

Last column: natural (NBO) charge in e.
CARTESIAN COORDINATES (ANGSTROEM)
C 1.10 2.09 0.30  -0.73
C 1.43 0.87 -0.13  0.00
N 0.82 -0.30 0.06  -0.11
O 1.14 -1.49 -0.50  -0.73
C -0.95 -0.13 0.17  -0.32
C -1.43 -1.57 -0.17  -0.72
H 1.83 2.88 0.23  0.19
H 0.23 2.14 0.92  0.18
H 2.35 0.62 -0.67  0.17
H -1.00 0.65 -0.62  0.21
H -1.09 0.00 1.25  0.19
H -0.40 -2.12 -0.40  0.32
H -1.84 -2.12 0.64  0.18
H -2.18 -1.51 -1.08  0.17

=====

Most stable to least stable, the ends of the list are version two and version one.